C55H113N3O17S7 | ωB97M-V with the def2-TZVPD basis set

Properties
* SMILES: CC1(C)CCCC(C)(C)N1O.CC1(C)CCCC(C)(C)N1O.CC1(C)CCCC(C)(C)N1O.O=S1(=O)CCCC1.O=S1(=O)CCCC1.O=S1(=O)CCCC1.O=S1(=O)CCCC1.O=S1(=O)CCCC1.O=S1(=O)CCCC1.O=S1(=O)CCCC1
* LUMO: 0.0 eV
* DFT total energy: -173978.890 eV
* maximum force: 5.42 eV/A

ORCA input file:
```
! wB97M-V def2-TZVPD RIJCOSX def2/J DEFGRID3
* xyz 0 1
S 34.46167 -14.05016 -2.61128
S 22.84106 -10.30213 6.75403
S 29.55114 -18.31106 -1.16609
S 25.69772 -2.77650 3.12675
S 16.42162 -8.78303 -1.81047
S 22.33873 -20.39002 -0.45226
S 35.49855 -13.37606 4.00198
O 35.85232 -14.60256 3.28076
O 26.93960 -10.40605 -5.94146
O 26.14476 -4.08732 3.57236
O 35.48253 -13.00210 -2.31795
O 23.53229 -20.18991 0.34772
O 28.45662 -18.52864 -2.07948
O 25.82093 -12.21836 2.22726
O 23.57865 -11.48816 6.31550
O 31.79022 -3.60118 5.52850
O 21.53289 -21.65044 -0.47843
O 15.60699 -8.03319 -0.93030
O 30.91578 -18.72879 -1.56973
O 33.05596 -13.83008 -2.33748
O 21.42478 -10.16689 6.40852
O 36.36589 -12.87152 5.04529
O 16.75792 -10.19793 -1.55754
O 26.39441 -1.61548 3.60643
N 25.78774 -10.99096 1.45583
N 32.86117 -4.42024 5.72875
N 27.85543 -10.09432 -6.87634
C 23.22716 -10.04966 8.56382
C 35.67712 -5.01428 6.26246
C 29.65207 -11.37571 -5.98729
C 21.23082 -18.91568 -0.34864
C 25.86245 -8.96946 -0.71275
C 25.66607 -2.62752 1.36639
C 23.24233 -2.77738 2.01083
C 32.30387 -4.78100 8.07621
C 24.21781 -2.14560 1.04875
C 23.75160 -8.58891 8.68382
C 34.93117 -15.66323 -1.84566
C 30.16307 -9.40971 -8.54577
C 33.15026 -12.04747 4.36898
C 28.04120 -8.66418 -7.17585
C 28.89268 -8.45760 -8.55093
C 29.64867 -10.86678 -8.55801
C 35.92247 -15.62452 -4.15050
C 16.97186 -7.50489 -4.11679
C 35.08234 -5.30690 4.83855
C 24.67105 -8.37001 7.41927
C 28.72026 -7.86715 -6.07451
C 29.48802 -18.38266 1.57999
C 33.73556 -11.68795 2.89585
C 33.68140 -13.48838 4.53382
C 33.39762 -4.28538 7.08868
C 23.35878 -11.25337 1.01102
C 29.08694 -19.27733 0.42214
C 27.97366 -12.51467 -7.52698
C 28.10461 -11.27729 0.35239
C 33.11743 -4.95810 3.36963
C 18.35875 -7.87291 -3.49262
C 23.88434 -8.85318 6.23672
C 28.82864 -11.19546 -7.23775
C 22.92228 -20.08371 -2.21856
C 24.92247 -11.87611 -0.86700
C 27.13147 -10.36693 1.17823
C 23.83499 -2.67478 3.39417
C 22.12191 -18.80410 -2.63441
C 34.55007 -5.20885 7.25876
C 33.77181 -2.79976 7.44197
C 26.94652 -9.00658 0.42826
C 34.39434 -2.91274 4.15272
C 35.21406 -11.87471 2.97206
C 21.66204 -17.93733 -1.46631
C 24.71785 -10.94782 0.35965
C 26.64169 -8.02286 -7.49841
C 15.95907 -8.56635 -3.56127
C 33.86536 -4.36053 4.55047
C 24.53641 -9.54270 -0.22601
C 18.10839 -7.89695 -1.93807
C 29.11362 -16.92770 1.11788
C 27.82491 -10.04959 2.58597
C 35.62100 -16.51905 -2.98933
C 29.53224 -16.65434 -0.31045
C 34.79403 -14.62208 -4.33505
H 35.54017 -11.80354 1.93443
H 27.77500 -10.90886 3.25475
H 22.57618 -11.13544 0.26153
H 22.25636 -10.31746 8.98089
H 34.68814 -6.31849 4.93561
H 32.79842 -5.12852 8.98326
H 34.95109 -13.86892 -5.10718
H 25.75986 -7.95050 -1.08597
H 34.24302 -6.23481 7.05571
H 23.87522 -2.31759 0.02838
H 27.52327 -10.30782 -5.18563
H 25.85572 -11.68522 -1.39684
H 18.82162 -8.42061 -1.30153
H 29.00318 -11.82387 -5.23484
H 29.01152 -10.69133 0.20323
H 29.46739 -16.21238 1.86034
H 24.30604 -8.35547 9.59277
H 35.88300 -16.19931 -5.07579
H 31.31388 -4.31707 5.10167
H 36.36795 -17.24735 -2.67352
H 33.03049 -14.09384 3.90309
H 23.09645 -3.81505 1.71072
H 33.57834 -2.19470 4.23441
H 14.90324 -8.30516 -3.63261
H 32.06624 -12.13024 4.44750
H 17.84654 -6.92274 -1.52520
H 29.48817 -20.26317 0.18714
H 27.81278 -11.64924 -0.62975
H 25.57999 -8.97123 7.39835
H 25.20790 -11.90642 2.89696
H 35.15682 -2.63610 4.88086
H 30.69683 -9.16888 -7.62643
H 36.45079 -5.72219 6.55976
H 23.43111 -3.40138 4.09918
H 34.82563 -17.17399 -3.34505
H 22.91570 -20.93200 -2.90298
H 31.57641 -4.00379 8.31040
H 22.90889 -7.90038 8.74584
H 28.93105 -15.90958 -0.83198
H 25.59711 -3.66382 1.03560
H 35.00549 -5.21267 8.24905
H 27.50553 -12.92658 -6.63296
H 19.15223 -7.21441 -3.84598
H 28.20681 -12.20870 0.90929
H 33.49329 -10.64933 2.67074
H 33.00103 -2.04812 7.27148
H 33.44990 -11.48192 5.25128
H 27.28090 -9.16667 2.92153
H 36.88200 -15.11785 -4.04714
H 16.73770 -6.51791 -3.71788
H 22.49957 -17.38236 -1.04363
H 21.14317 -18.63222 0.70021
H 27.87055 -8.71452 -0.07071
H 34.80450 -2.77543 3.15221
H 28.04674 -16.70475 1.13009
H 23.66286 -1.68711 3.82191
H 20.92014 -17.22580 -1.82882
H 30.19421 -10.49198 -5.65083
H 34.12183 -16.29789 -1.48470
H 28.73218 -13.22601 -7.85373
H 28.90016 -9.87414 2.55192
H 25.04228 -7.35578 7.27224
H 30.56323 -18.56139 1.57136
H 29.69614 -8.25761 -5.78590
H 26.09388 -8.68871 -8.16523
H 29.06180 -11.04035 -9.45998
H 23.21230 -8.07949 5.86540
H 31.82643 -5.69073 7.71213
H 23.22194 -10.63514 1.89825
H 16.05158 -9.52417 -4.07325
H 35.59097 -10.99693 3.49698
H 34.64149 -2.37484 6.94077
H 33.86749 -15.10641 -4.64333
H 22.24361 -2.35196 1.91249
H 23.95955 -10.74974 8.96579
H 26.79369 -7.05908 -7.98432
H 30.86738 -9.31996 -9.37282
H 29.22692 -7.43171 -8.70572
H 22.65227 -18.22296 -3.38881
H 16.91271 -7.42364 -5.20215
H 18.68845 -8.83664 -3.88073
H 35.54333 -15.46801 -0.96519
H 23.39597 -12.28997 1.34593
H 30.45452 -12.05353 -6.27836
H 24.12661 -8.77010 0.42455
H 26.40020 -9.43033 -1.54132
H 28.79061 -6.81974 -6.36792
H 28.00262 -19.26628 0.53277
H 24.15619 -11.77048 -1.63495
H 33.92764 -2.63857 8.50866
H 32.87109 -6.00352 3.55542
H 30.51204 -16.20871 -0.13867
H 32.33174 -4.30705 2.98631
H 23.90734 -9.50670 -1.11544
H 26.63405 -2.25099 1.03570
H 30.52212 -11.50491 -8.42399
H 24.37347 -9.14909 5.30866
H 26.08923 -7.91785 -6.56466
H 23.96530 -19.78718 -2.10786
H 27.21687 -12.30654 -8.28332
H 20.26989 -19.27356 -0.71828
H 21.20410 -19.11874 -3.13115
H 36.20989 -4.06941 6.36966
H 26.66016 -8.18638 1.08658
H 24.17644 -1.05712 1.08886
H 33.71064 -14.04367 5.47131
H 28.12418 -7.81217 -5.16360
H 28.22602 -8.71567 -9.37376
H 24.86504 -12.92888 -0.59046
H 28.98963 -18.62404 2.51884
H 33.73598 -4.96035 2.47215
H 33.25664 -12.22267 2.07562
H 35.76366 -5.24759 3.98980
*
```